A structure of composition C16H41Br2N3O9V2 in a non-equilibrium geometry, computed with ωB97M-V/def2-TZVPD.

Cartesian coordinates (Å):
O (1.33433, 2.09421, -0.92027)
V (-0.20319, 1.98956, -0.53748)
O (-0.51460, 0.62098, 0.24363)
O (1.91151, 1.51745, -3.59132)
V (0.65546, 0.76593, -4.33450)
O (0.04327, 1.80155, -5.39564)
O (-1.05684, 1.19651, -2.68780)
C (-2.06970, 2.11438, -2.90802)
C (-2.08248, 3.58652, -2.25278)
O (-1.67837, 3.64335, -0.84311)
H (-2.93254, 1.53257, -2.58383)
H (-2.16523, 2.39347, -3.95735)
H (-2.97505, 4.19802, -2.38497)
H (-1.26133, 4.13086, -2.71916)
Br (6.37100, 1.38718, -3.15213)
C (5.62631, 1.11838, -1.31157)
C (4.13652, 1.24891, -1.34760)
Br (3.51704, 0.72347, 0.43869)
H (6.12069, 1.75839, -0.58077)
H (5.82752, 0.08554, -1.02723)
H (3.71122, 0.52239, -2.03998)
H (3.62376, 2.15969, -1.65687)
C (1.15433, 1.64654, 3.23007)
C (-0.24990, 2.26663, 2.85864)
C (-0.85193, 3.15003, 3.97521)
O (-2.20961, 3.36024, 3.83805)
C (-2.72363, 4.01331, 5.03053)
N (-0.05764, 3.04959, 1.66596)
H (1.93537, 2.37942, 3.43241)
H (1.44628, 0.89372, 2.49786)
H (1.14255, 1.11431, 4.18122)
H (-0.92990, 1.43182, 2.68893)
H (-0.28747, 4.08053, 4.03561)
H (-0.65462, 2.59919, 4.89485)
H (-3.80228, 4.16949, 5.01509)
H (-2.34917, 5.03694, 5.02213)
H (-2.30395, 3.58361, 5.94010)
H (-0.92762, 3.54158, 1.52039)
H (0.59996, 3.76219, 1.94856)
C (1.35144, -2.49863, 0.15945)
C (1.38715, -2.60440, -1.43516)
C (2.34067, -3.58782, -2.03716)
O (3.66108, -3.32437, -1.54576)
C (4.63631, -4.09547, -2.13743)
N (0.05051, -2.61397, -2.02914)
H (0.93610, -3.44161, 0.51495)
H (0.69429, -1.70775, 0.52107)
H (2.35579, -2.38434, 0.56726)
H (1.75169, -1.62864, -1.75625)
H (2.39972, -3.60550, -3.12542)
H (2.24902, -4.61747, -1.69144)
H (5.47437, -3.83502, -1.49096)
H (4.87722, -3.78629, -3.15452)
H (4.37482, -5.15050, -2.05601)
H (0.13334, -2.47568, -3.02619)
H (-0.28361, -3.56682, -2.00603)
C (-2.92379, -4.10222, 1.45828)
C (-3.33638, -3.04562, 0.41539)
C (-2.83488, -1.59539, 0.83252)
O (-3.15108, -0.64403, -0.19401)
C (-3.62044, 0.67617, 0.33965)
N (-2.88268, -3.34669, -0.96130)
H (-1.86004, -4.13601, 1.69366)
H (-3.18485, -5.08951, 1.07724)
H (-3.46880, -3.92675, 2.38579)
H (-4.41866, -2.91720, 0.43175)
H (-1.74553, -1.58492, 0.86859)
H (-3.09431, -1.23237, 1.82701)
H (-2.88020, 1.28613, 0.85743)
H (-4.52218, 0.52281, 0.93248)
H (-3.99938, 1.27488, -0.48863)
H (-1.93858, -3.68513, -0.84201)
H (-3.39828, -4.19850, -1.13067)

Output
Lowest unoccupied orbital energy (hartree): -0.1095
Kohn-Sham gap (Eh): 0.1903
Energy (Ha): -8511.46862
HOMO level (eV): -8.16

Löwdin population analysis, charges in e, atoms 1 to 6: -0.431 0.913 -0.338 -0.303 1.133 -0.293